{"formula": "C38H108N6O13", "method": "ωB97M-V/def2-TZVPD", "total_energy_ev": -76707.851, "relative_energy_kj_mol": 0.0, "total_charge": -1, "e_lumo_ev": [1.85, 1.82], "fmax_ev_per_a": 4.22, "spin_multiplicity": 2, "elements": ["O", "O", "O", "O", "O", "O", "O", "O", "O", "O", "O", "O", "O", "N", "N", "N", "N", "N", "N", "C", "C", "C", "C", "C", "C", "C", "C", "C", "C", "C", "C", "C", "C", "C", "C", "C", "C", "C", "C", "C", "C", "C", "C", "C", "C", "C", "C", "C", "C", "C", "C", "C", "C", "C", "C", "C", "C", "H", "H", "H", "H", "H", "H", "H", "H", "H", "H", "H", "H", "H", "H", "H", "H", "H", "H", "H", "H", "H", "H", "H", "H", "H", "H", "H", "H", "H", "H", "H", "H", "H", "H", "H", "H", "H", "H", "H", "H", "H", "H", "H", "H", "H", "H", "H", "H", "H", "H", "H", "H", "H", "H", "H", "H", "H", "H", "H", "H", "H", "H", "H", "H", "H", "H", "H", "H", "H", "H", "H", "H", "H", "H", "H", "H", "H", "H", "H", "H", "H", "H", "H", "H", "H", "H", "H", "H", "H", "H", "H", "H", "H", "H", "H", "H", "H", "H", "H", "H", "H", "H", "H", "H", "H", "H", "H", "H"], "coordinates": [[-1.24, 5.77, -5.16], [-1.30, -1.52, 0.50], [2.54, -2.01, -2.38], [-0.45, 3.59, 2.39], [-2.97, 0.04, 4.29], [2.71, -0.23, 2.90], [2.25, -2.64, 3.96], [4.37, 3.20, -3.77], [-5.58, 3.31, -3.91], [8.09, 1.36, 0.91], [-3.37, -5.44, 2.42], [-0.29, -2.46, -5.41], [-5.70, -2.23, -1.03], [0.72, 1.62, 0.52], [-6.13, 0.83, -1.21], [-2.96, -9.00, 1.32], [4.57, 0.39, 0.44], [2.46, 0.91, -1.55], [-1.57, 3.48, 4.99], [-1.51, -7.11, 0.85], [-4.34, -4.41, 2.49], [6.89, 1.26, 0.20], [-0.18, -0.65, 0.50], [-6.02, 2.77, -2.61], [-1.42, 1.25, -0.65], [-0.99, -2.79, 1.13], [5.88, 0.54, 1.13], [2.71, 1.94, -2.50], [-4.32, -2.16, -0.80], [9.19, 2.07, 0.23], [2.78, 2.06, 3.66], [3.91, -3.73, -1.51], [2.15, 0.70, 3.81], [2.58, -3.57, 1.84], [-1.55, 2.02, 5.11], [2.61, -3.86, 3.33], [-0.28, 5.23, 0.74], [-1.76, 1.67, 6.56], [5.70, 3.39, -4.20], [-1.13, 4.52, 1.74], [2.06, 3.23, -1.96], [-5.26, 0.53, -3.33], [4.20, 2.09, -2.89], [-3.83, -6.64, 1.90], [-5.30, 1.50, -2.20], [-5.80, 4.60, -4.25], [6.27, -0.93, 1.40], [-3.75, -3.50, -1.16], [-2.03, -0.77, 3.62], [-2.68, 1.45, 4.14], [-0.41, -1.51, -4.37], [-2.20, 4.96, -4.53], [-2.61, -7.65, 1.77], [3.50, -2.28, -1.44], [0.45, -0.24, -4.76], [-1.69, 3.53, -4.51], [-0.51, 0.83, 0.52], [7.26, -0.94, 1.87], [-1.25, -6.07, 1.07], [-0.56, 1.64, 4.89], [0.29, 0.63, -4.12], [2.59, -4.51, 1.28], [8.82, 3.08, 0.04], [-0.96, 1.21, 1.44], [-4.31, 1.80, -1.86], [-0.81, 3.88, 5.53], [-7.07, 0.82, -1.59], [-6.06, -1.35, -0.91], [-6.83, 4.94, -4.25], [3.49, -4.42, 3.66], [-3.82, -3.49, 2.77], [-2.19, -7.74, 2.77], [2.58, -1.09, 3.30], [-4.43, 0.81, -3.97], [1.75, -2.94, 1.53], [2.13, 1.64, -3.37], [-3.62, 1.99, 4.24], [-1.83, -7.15, -0.19], [-1.61, 6.66, -5.11], [-2.68, -3.57, -0.95], [-3.89, -1.40, -1.45], [-2.04, 4.10, 1.29], [5.82, 1.04, 2.10], [-6.28, 1.39, -0.38], [0.02, -1.87, -3.43], [0.34, -0.86, -0.43], [-0.44, -2.57, 2.04], [0.58, -0.86, 1.25], [2.59, 3.57, -1.07], [-3.42, -9.45, 2.10], [-5.04, -4.67, 3.28], [-2.51, 5.40, -3.58], [-0.64, -7.75, 0.93], [-1.47, -1.28, -4.30], [2.03, 4.04, -2.68], [6.09, 2.49, -4.68], [-0.67, 6.24, 0.57], [-6.19, 0.52, -3.91], [-5.08, -0.51, -3.06], [-1.85, -3.46, 1.20], [6.57, 2.17, -0.29], [1.50, -0.53, -4.73], [1.09, 0.72, 3.57], [-2.18, 2.95, -3.72], [4.33, -3.90, -2.51], [-1.32, 5.26, 2.51], [-3.14, 4.82, -5.07], [4.56, 1.18, -3.36], [-2.41, 1.68, 3.11], [1.90, -4.61, 3.68], [2.36, 0.36, 4.83], [-0.88, 3.50, 3.25], [-0.61, 3.49, -4.36], [2.23, -1.11, -2.27], [10.01, 2.06, 0.94], [-4.26, -6.50, 0.91], [5.58, -1.44, 2.07], [4.39, -1.70, -1.69], [1.77, -2.86, 4.76], [4.03, 0.03, 1.22], [-4.19, -4.28, -0.53], [4.64, -0.24, -0.34], [-2.72, 2.04, 6.91], [6.37, -1.51, 0.49], [-4.21, -1.94, 0.26], [0.57, -2.87, -5.29], [-3.87, -3.75, -2.22], [-2.12, -0.62, 2.54], [-4.60, -7.00, 2.59], [3.44, -3.01, 1.48], [3.86, 1.96, 3.62], [-2.38, -1.79, 3.71], [2.48, 2.85, 4.35], [2.61, 2.41, 2.64], [-2.44, 3.77, 5.41], [0.43, 2.54, 0.82], [3.18, 0.91, -0.85], [5.56, 4.13, -4.99], [-0.27, -3.23, 0.43], [6.45, 3.64, -3.45], [-1.01, -0.55, 3.94], [-0.98, 1.21, -1.65], [1.69, 1.14, -0.94], [1.03, 3.08, -1.64], [-0.36, 4.66, -0.19], [0.09, 0.03, -5.75], [3.04, -4.38, -1.45], [-1.93, 3.12, -5.49], [4.78, 2.19, -1.97], [7.14, 0.61, -0.63], [-4.94, -4.31, 1.58], [1.35, 1.31, 1.26], [-1.79, 0.58, 6.60], [3.15, -1.87, -0.49], [4.56, -4.07, -0.70], [-2.32, 0.63, -0.68], [-5.91, 3.58, -1.89], [-7.06, 2.68, -2.92], [-2.13, -9.58, 1.26], [9.56, 1.48, -0.61], [-5.26, 5.30, -3.60], [-0.95, 2.04, 7.19], [-1.71, 2.29, -0.51], [0.75, 5.36, 1.06], [-5.45, 4.69, -5.28]], "mulliken_spin": [0.00, -0.04, -0.01, -0.06, -0.13, -0.12, -3.12, 0.00, 0.00, 0.00, -0.09, 0.00, 0.00, -0.02, 0.00, -0.03, -0.01, 0.00, 0.21, 0.00, 0.03, 0.01, -0.20, 0.01, -0.01, 0.04, -0.04, 0.00, 0.00, 0.00, 0.10, 0.04, 1.30, 0.16, -0.99, 1.21, 0.00, 0.38, 0.00, 0.01, 0.00, 0.00, 0.00, 0.03, -0.02, 0.00, -0.09, 0.01, -0.04, 0.14, 0.00, 0.00, 0.08, -0.01, 0.00, 0.00, 0.13, -0.01, 0.03, 0.24, 0.00, 0.06, 0.00, -0.03, 0.01, -0.03, 0.00, 0.00, 0.00, -0.05, -0.01, 0.01, 0.34, 0.00, -0.04, 0.00, -0.03, 0.03, 0.00, 0.00, 0.00, 0.00, 0.01, 0.00, 0.00, 0.01, 0.11, 0.07, 0.00, 0.00, 0.00, 0.00, -0.04, 0.00, 0.00, 0.00, 0.00, 0.00, 0.00, -0.11, 0.01, 0.00, -0.15, 0.00, 0.00, 0.01, 0.00, 0.00, 0.07, -0.18, 0.24, 0.01, 0.00, 0.00, 0.00, 0.00, 0.05, 0.00, 1.35, 0.00, 0.01, 0.00, 0.02, 0.01, 0.00, 0.00, 0.00, 0.09, 0.01, -0.07, -0.07, 0.08, -0.02, 0.04, -0.02, 0.01, 0.00, 0.00, 0.03, 0.00, 0.11, 0.01, 0.00, 0.00, 0.00, 0.00, 0.00, 0.00, 0.00, 0.00, 0.01, 0.00, 0.06, 0.00, -0.01, -0.01, 0.00, 0.00, 0.00, 0.00, 0.00, -0.10, 0.00, 0.00, 0.00]}